# 1
The following is a quantum chemistry calculation of 2 unconnected molecules or ions with the total composition H7NP2Si, from the OMol25 dataset.

CARTESIAN COORDINATES (ANGSTROEM)
N1 1.03254 0.29130 -0.49882
Si1 -0.40984 0.99759 0.20654
P1 2.07916 -0.82004 0.36755
P2 -3.09895 -0.24623 -0.40653
H1 1.37944 0.23761 -1.38982
H2 -0.28481 1.02165 1.69240
H3 -0.82148 2.13898 -0.62708
H4 3.32229 -0.15424 0.51303
H5 2.80990 -1.58476 -0.58298
H6 -3.35745 -0.23413 0.92734
H7 -2.65080 -1.64773 -0.20163

Cartesian forces (eV/Å) of the 3 atoms listed first:
0.103 -0.855 3.180
-1.513 -1.749 -1.458
-0.016 -0.225 1.248

- Orbital gap: 8.1 eV
- Multiplicity: 1
- Highest occupied orbital energy: -7.964 eV
- LUMO level: 0.096 eV

# 2
The following is a quantum chemistry calculation of 4 unconnected molecules or ions with the total composition H7O3S, from the OMol25 dataset.

CARTESIAN COORDINATES (ANGSTROEM)
S1 -0.18288 -0.30808 -0.16129
H1 -1.36074 -0.14728 0.42955
H2 0.21365 -2.77010 -0.45931
H3 1.53370 -3.44076 -0.57405
O1 0.62059 -3.62189 -0.35019
H4 0.01147 2.87860 -1.79039
H5 0.11516 1.37156 -2.07185
O2 0.32350 2.31406 -2.53509
H6 -0.04645 0.87540 2.03908
H7 -0.97675 1.65028 2.49245
O3 -0.25126 1.19820 2.98109

Cartesian forces (eV/Å) of the 3 atoms listed first:
0.433 0.311 -0.196
-0.453 -0.072 0.032
-0.684 1.251 0.139

- Orbital gap: 7.9 eV
- Multiplicity: 1
- Net charge: -1
- Highest occupied orbital energy: -3.982 eV
- LUMO level: 3.939 eV

# 3
The following is a quantum chemistry calculation of 40 unconnected molecules or ions with the total composition H80O40, from the OMol25 dataset.

CARTESIAN COORDINATES (ANGSTROEM)
H1 -0.53265 -3.45476 5.44551
H2 -1.05356 -4.52599 4.58974
O1 -1.37589 -3.89753 5.26341
H3 -5.11313 -3.34458 -2.26509
H4 -5.77600 -2.04262 -1.46021
O2 -5.41631 -2.40642 -2.28709
H5 -0.65618 0.92399 -5.62650
H6 -0.87224 2.32771 -5.68897
O3 -1.02948 1.54418 -6.25921
H7 3.85846 -0.42423 2.33410
H8 4.82261 -1.14866 3.36095
O4 4.26730 -1.26956 2.59404
H9 1.60521 3.61046 -5.01932
H10 1.91028 2.64798 -3.95165
O5 1.12970 3.02987 -4.41716
H11 1.11717 -4.41202 0.25132
O6 1.62995 -5.21016 0.07442
H12 -3.62583 -2.00047 -1.39994
O7 -2.67630 -2.25750 -1.43929
H13 4.01815 2.79348 -3.97648
H14 3.58667 3.24579 -2.38503
O8 3.45345 2.76516 -3.20757
H15 -1.84593 6.47364 1.87921
H16 -3.24002 5.64035 1.55749
O9 -2.31725 5.64492 1.82624
H17 4.41378 0.68467 0.05118
H18 4.05866 2.12026 0.01432
O10 4.75477 1.54162 0.34463
H19 -1.98292 -3.79729 2.99394
H20 -0.77870 -3.52607 1.96278
O11 -1.70554 -3.37230 2.17053
H21 1.41627 5.73484 -0.56850
O12 0.76685 5.59279 0.11950
H22 4.34424 2.39224 2.75249
H23 3.26786 3.28343 3.39522
O13 3.64243 3.00219 2.50727
H24 -0.52053 5.39057 -2.89499
H25 -1.85259 5.11237 -3.35710
O14 -1.42230 5.27425 -2.50066
H26 2.53270 1.52229 5.73665
H27 1.85647 0.10259 5.84139
O15 2.63246 0.60521 6.09110
H28 -1.12715 0.33594 -3.28778
H29 -1.71944 -1.10676 -3.29922
O16 -0.95106 -0.57513 -3.52597
H30 2.40704 -3.49094 -2.14771
H31 3.86029 -4.07142 -1.80518
O17 2.92094 -4.22505 -1.82174
H32 -1.98574 -2.82284 -5.78936
H33 -1.43738 -1.59121 -5.37302
O18 -1.14545 -2.51913 -5.37913
H34 1.01654 1.55174 -1.13559
O19 1.82538 1.03673 -0.93099
H35 0.31702 3.29816 4.85526
H36 1.09390 3.81881 3.46933
O20 1.11128 3.43357 4.34616
H37 -4.72119 0.28141 2.64934
O21 -4.28111 -0.49999 2.31609
H38 -1.42264 -5.13958 0.76874
H39 -0.07066 -5.68693 0.19058
O22 -1.02668 -5.58456 0.00239
H40 -1.88477 1.01235 2.11265
H41 -2.67562 -0.33961 1.67422
O23 -1.84512 0.16669 1.62351
H42 3.41669 3.66339 -1.08359
H43 1.92245 3.48039 -0.65493
O24 2.70059 4.06162 -0.54437
H44 -0.63487 -3.68510 -3.44549
H45 -1.44994 -4.30976 -2.23825
O25 -0.60152 -4.29952 -2.68347
H46 -0.95750 0.24781 -0.19702
H47 -1.15718 -0.17512 -1.80828
O26 -1.25732 0.47938 -1.08644
H48 4.11344 -3.93969 2.78432
H49 2.87373 -3.13547 2.21012
O27 3.31405 -3.98677 2.26139
H50 -0.37898 1.30148 4.82886
H51 -0.51582 -0.12899 5.43081
O28 -0.81484 0.81760 5.53586
H52 1.05289 -0.09709 0.08098
H53 1.17807 -0.59325 1.47747
O29 1.42366 -0.86594 0.59183
H54 -6.61552 -0.90629 0.38215
H55 -6.33935 -2.64247 0.28871
O30 -6.53974 -1.76533 -0.01026
H56 3.78520 -0.34081 -2.21553
H57 5.32029 -0.41808 -2.27240
O31 4.51817 -0.61332 -2.77404
H58 -0.44754 2.79368 1.70216
O32 -0.09580 3.61195 1.35263
H59 -1.11757 2.64645 -2.88795
H60 -0.82111 3.64113 -1.88117
O33 -0.79613 2.64240 -1.96038
H61 2.42199 1.05068 -1.68552
H62 2.23720 -4.88537 -0.64516
H63 -3.90943 -1.03286 3.03536
H64 -2.50110 -2.06683 -0.48258
H65 0.26906 4.83461 -0.22766
H66 -0.86428 4.20926 1.21684
O34 -4.10369 0.48145 -4.02076
H67 -3.66778 0.85767 -3.25803
H68 -4.88496 0.97003 -4.27762
O35 -1.17543 -1.64642 3.92340
H69 -1.88709 -1.55196 4.55416
H70 -1.31032 -1.10611 3.14753
O36 0.75161 -2.52380 -1.04667
H71 0.21309 -3.22730 -1.48074
H72 0.04934 -2.48430 -0.38791
O37 1.00114 0.90185 3.02984
H73 0.39214 0.28797 2.62677
H74 1.37554 1.71087 2.64432
O38 -2.86182 3.02232 0.60339
H75 -3.04787 3.72786 -0.02846
H76 -2.41975 2.35484 0.06202
O39 2.02885 -0.23609 -3.68086
H77 1.17135 -0.71204 -3.84093
H78 2.45245 -1.09919 -3.79323
O40 0.84886 -4.23914 2.80261
H79 1.71535 -4.54845 2.45718
H80 1.07650 -3.73278 3.60374

Cartesian forces (eV/Å) of the 3 atoms listed first:
-0.467 0.266 0.154
-0.386 0.043 0.298
0.815 -0.819 -0.145

- Orbital gap (alpha / beta): 1.9 / 9.6 eV
- Multiplicity: 2
- Expectation value of S²: 0.75
- Net charge: -1
- Highest occupied orbital energy (alpha / beta): -0.404 / -8.025 eV
- LUMO level (alpha / beta): 1.516 / 1.577 eV

- Which value of multiplicity does entry 1 give?
  1